C38H39N2O4P2PtS as an isolated structure in a non-equilibrium geometry. Source: the OMol25 dataset; level of theory: ωB97M-V/def2-TZVPD.

Positions of all 87 atoms, in Å:
Pt: -0.247 -1.027 0.960
O: -1.293 0.471 -0.772
P: -0.767 1.497 -1.714
C: 0.813 0.933 -2.476
P: 1.890 0.084 -1.256
O: 1.312 -1.212 -0.753
C: 3.468 -0.164 -2.091
C: 4.667 0.083 -1.428
C: 5.872 -0.160 -2.068
C: 5.880 -0.653 -3.365
C: 4.686 -0.915 -4.024
C: 3.481 -0.675 -3.387
C: 2.158 1.296 0.048
C: 2.729 2.531 -0.247
C: 2.889 3.471 0.757
C: 2.486 3.178 2.054
C: 1.935 1.942 2.356
C: 1.783 1.004 1.349
C: -0.487 3.100 -0.948
C: 0.089 4.152 -1.659
C: 0.234 5.390 -1.058
C: -0.198 5.576 0.249
C: -0.776 4.531 0.956
C: -0.923 3.287 0.359
C: -1.866 1.728 -3.131
C: -2.230 0.579 -3.833
C: -3.076 0.671 -4.925
C: -3.563 1.912 -5.318
C: -3.235 3.051 -4.599
C: -2.389 2.962 -3.502
H: 1.346 1.774 -2.922
H: 0.556 0.221 -3.264
H: 4.655 0.467 -0.415
H: 6.804 0.033 -1.553
H: 6.822 -0.840 -3.862
H: 4.699 -1.308 -5.032
H: 2.548 -0.889 -3.897
H: 3.059 2.744 -1.257
H: 3.329 4.433 0.533
H: 2.614 3.913 2.837
H: 1.640 1.711 3.372
H: 1.382 0.007 1.572
H: 0.407 4.000 -2.685
H: 0.672 6.211 -1.609
H: -0.083 6.545 0.717
H: -1.122 4.690 1.969
H: -1.378 2.460 0.892
H: -1.856 -0.387 -3.510
H: -3.369 -0.221 -5.463
H: -4.213 1.987 -6.178
H: -3.649 4.009 -4.882
H: -2.145 3.849 -2.932
O: -0.835 -1.995 9.089
C: 0.052 -1.576 8.170
O: 1.198 -1.404 8.471
C: -0.453 -1.341 6.777
C: 0.508 -1.241 5.774
C: 0.141 -1.007 4.464
C: -1.203 -0.827 4.137
S: -1.764 -0.409 2.531
C: -2.168 -0.928 5.140
C: -1.798 -1.195 6.446
H: -1.712 -2.147 8.725
H: 1.547 -1.346 6.056
H: 0.891 -0.953 3.684
H: -3.209 -0.793 4.877
H: -2.576 -1.256 7.197
C: -1.559 -2.418 -1.300
C: -2.253 -3.596 -2.042
N: -2.408 -4.717 -1.130
C: -3.214 -4.318 0.014
C: -2.507 -3.164 0.787
N: -1.249 -2.832 0.085
C: -0.368 -4.015 0.073
C: -1.097 -5.167 -0.687
H: -2.201 -1.542 -1.255
H: -0.625 -2.138 -1.787
H: -1.656 -3.924 -2.894
H: -3.237 -3.300 -2.408
H: -3.354 -5.187 0.658
H: -4.194 -4.001 -0.344
H: -2.267 -3.463 1.806
H: -3.129 -2.273 0.829
H: -0.158 -4.300 1.103
H: 0.569 -3.746 -0.413
H: -1.228 -6.035 -0.040
H: -0.523 -5.478 -1.560

For the max |F|, the calculation gives 1.89 eV Å⁻¹. The calculation puts the LUMO energy (alpha / beta) at -3.927 / -3.925 eV. For the relative energy (zero: lowest compared OMol25 entry of this formula, charge and spin), the calculation gives 18.1 kcal per mole. The value obtained for the HOMO-LUMO gap (alpha / beta) is 6.28 / 6.28 eV. The total charge is +1.

C38H39N2OP3Ti as an isolated structure in a non-equilibrium geometry. Source: the OMol25 dataset; level of theory: ωB97M-V/def2-TZVPD.

Positions of all 84 atoms, in Å:
C: 4.947 2.027 1.661
C: 4.348 1.946 0.415
C: 4.221 0.628 -0.096
C: 3.773 -0.246 0.951
C: 4.116 -0.067 2.313
C: 4.903 1.003 2.630
C: 2.852 -1.206 0.572
C: 2.911 -1.664 -0.716
C: 3.414 -0.773 -1.750
C: 2.623 -0.916 -2.943
C: 2.214 -2.201 -3.274
C: 2.063 -3.236 -2.322
C: 2.168 -2.841 -1.005
H: 5.367 3.000 1.831
H: 3.885 -0.872 3.015
H: 5.502 1.076 3.547
H: 2.110 -1.614 1.256
H: 2.016 -2.274 -4.333
H: 1.859 -4.269 -2.654
H: 1.720 -3.418 -0.170
N: 4.234 0.265 -1.402
Ti: -0.224 1.084 -0.409
C: 3.719 3.062 -0.296
H: 3.962 3.028 -1.360
H: 3.995 3.993 0.197
C: 2.071 0.253 -3.666
H: 2.772 1.075 -3.846
H: 1.662 -0.049 -4.631
P: 1.807 2.901 -0.087
P: 0.515 1.029 -2.830
C: -0.848 -0.025 -3.465
H: -1.743 0.618 -3.516
H: -0.588 -0.363 -4.483
H: -1.007 -0.872 -2.774
C: 0.312 2.643 -3.644
H: -0.111 2.413 -4.633
H: -0.397 3.228 -3.031
H: 1.305 3.119 -3.732
C: 1.647 3.320 1.692
H: 2.107 4.300 1.843
H: 0.574 3.391 1.907
H: 2.116 2.559 2.329
C: 1.295 4.466 -0.859
H: 0.220 4.595 -0.691
H: 1.878 5.240 -0.347
H: 1.528 4.413 -1.931
C: -1.564 2.585 -0.317
O: -2.217 3.551 -0.227
H: 0.979 0.799 0.435
N: -0.866 -0.554 -0.133
P: -2.052 -1.136 0.773
C: -2.035 -0.218 2.317
C: -0.811 0.031 2.965
C: -0.750 0.922 4.048
C: -1.930 1.541 4.488
C: -3.148 1.321 3.839
C: -3.186 0.476 2.725
C: -3.613 -1.015 -0.119
C: -4.674 -1.914 0.088
C: -5.873 -1.805 -0.637
C: -6.038 -0.797 -1.570
C: -5.018 0.146 -1.749
C: -3.849 0.070 -0.991
C: -1.767 -2.863 1.119
C: -1.967 -3.383 2.404
C: -1.818 -4.760 2.622
C: -1.417 -5.574 1.553
C: -1.121 -5.047 0.287
C: -1.263 -3.669 0.083
H: 0.103 -0.433 2.563
H: 0.206 1.097 4.567
H: -1.901 2.151 5.378
H: -4.073 1.777 4.195
H: -4.102 0.350 2.132
H: -4.567 -2.680 0.854
H: -6.684 -2.507 -0.438
H: -6.963 -0.703 -2.128
H: -5.176 0.957 -2.468
H: -3.108 0.877 -1.010
H: -2.253 -2.685 3.196
H: -2.068 -5.162 3.615
H: -1.432 -6.652 1.684
H: -0.816 -5.692 -0.549
H: -0.980 -3.173 -0.856

As for the spin multiplicity: 2. For the max |F|, the calculation gives 4.16 eV Å⁻¹. The calculation puts the LUMO energy (alpha / beta) at -3.260 / -3.223 eV. For the relative energy (zero: lowest compared OMol25 entry of this formula, charge and spin), the calculation gives 31.6 kcal per mole. The value obtained for the HOMO-LUMO gap (alpha / beta) is 6.54 / 6.60 eV. The total charge is +1. The expectation value of S² is 0.755.

C38H40AsIrN7S2 as an isolated structure. Source: the OMol25 dataset; level of theory: ωB97M-V/def2-TZVPD.

Positions of all 89 atoms, in Å:
Ir: -0.062 -0.193 0.050
C: -0.639 -3.585 -1.327
C: 0.491 -3.474 -0.357
C: 1.203 -4.643 -0.073
C: 2.173 -4.646 0.897
C: 2.396 -3.473 1.602
C: 1.690 -2.340 1.261
N: 0.777 -2.317 0.253
C: 1.874 -1.088 2.033
C: 2.742 -0.941 3.107
C: 2.843 0.292 3.727
C: 2.103 1.367 3.255
C: 1.250 1.162 2.187
N: 1.133 -0.053 1.635
C: 0.477 2.222 1.509
C: 0.462 3.511 1.993
C: -0.169 4.500 1.260
C: -0.671 4.161 0.025
C: -0.628 2.844 -0.433
C: -1.045 2.614 -1.849
N: -0.150 1.857 0.348
H: -1.258 -4.437 -1.045
H: -0.272 -3.769 -2.337
H: -1.252 -2.696 -1.316
H: 0.955 -5.544 -0.617
H: 2.726 -5.545 1.133
H: 3.110 -3.460 2.410
H: 3.339 -1.767 3.457
H: 3.515 0.423 4.564
H: 2.209 2.340 3.707
H: 0.933 3.743 2.936
H: -0.220 5.516 1.625
H: -1.096 4.912 -0.625
H: -0.791 3.503 -2.427
H: -2.122 2.478 -1.927
H: -0.538 1.760 -2.281
N: -3.068 -0.312 -3.019
C: -2.017 -0.793 -3.767
C: -1.944 -1.226 -5.086
C: -0.724 -1.705 -5.511
C: 0.374 -1.761 -4.639
C: 0.296 -1.315 -3.334
C: -0.926 -0.803 -2.899
N: -1.339 -0.325 -1.644
C: -2.627 -0.047 -1.768
C: -3.563 0.550 -0.813
C: -4.900 0.270 -0.801
S: -5.675 1.223 0.369
C: -4.165 1.913 0.782
N: -3.153 1.496 0.086
H: -3.992 -0.099 -3.355
H: -2.804 -1.205 -5.743
H: -0.616 -2.064 -6.525
H: 1.297 -2.193 -5.004
H: 1.129 -1.402 -2.650
H: -5.449 -0.461 -1.374
H: -4.089 2.663 1.557
C: 4.569 2.251 -2.435
As: 3.061 1.126 -2.800
C: 3.728 -0.322 -3.870
C: 1.879 2.158 -3.908
S: 2.296 0.439 -0.933
H: 5.027 2.545 -3.379
H: 5.285 1.700 -1.829
H: 4.232 3.130 -1.890
H: 4.272 0.079 -4.724
H: 2.892 -0.923 -4.215
H: 4.390 -0.931 -3.258
H: 2.408 2.436 -4.819
H: 1.587 3.054 -3.368
H: 1.004 1.563 -4.157
C: -3.642 -2.887 0.382
C: -3.703 -1.897 1.507
C: -4.852 -1.862 2.283
C: -4.961 -1.015 3.371
C: -3.897 -0.182 3.687
C: -2.746 -0.151 2.921
C: -1.635 0.739 3.364
C: -2.618 -0.997 1.777
N: -1.529 -1.164 0.972
H: -4.101 -3.829 0.683
H: -2.617 -3.067 0.092
H: -4.191 -2.532 -0.498
H: -5.663 -2.540 2.045
H: -5.853 -1.020 3.984
H: -3.954 0.444 4.570
H: -1.845 1.158 4.347
H: -1.525 1.567 2.665
H: -0.694 0.195 3.425

As for the spin multiplicity: 2. For the max |F|, the calculation gives 0.93 eV Å⁻¹. The calculation puts the LUMO energy (alpha / beta) at -5.559 / -5.544 eV. For the relative energy (zero: lowest compared OMol25 entry of this formula, charge and spin), the calculation gives 0.0 kcal per mole. The value obtained for the HOMO-LUMO gap (alpha / beta) is 6.18 / 6.56 eV. The total charge is +2. The expectation value of S² is 0.801.

C38H40MoN3O3 as an isolated structure in a non-equilibrium geometry. Source: the OMol25 dataset; level of theory: ωB97M-V/def2-TZVPD.

Positions of all 85 atoms, in Å:
Mo: -0.038 -0.153 0.693
O: 3.375 2.350 -2.094
C: 2.529 1.808 -1.450
O: 1.474 1.141 -1.937
C: 2.521 1.864 0.048
C: 3.422 2.752 0.616
C: 3.423 2.955 1.977
C: 2.543 2.209 2.748
C: 1.718 1.321 2.113
N: 1.650 1.146 0.780
H: 4.090 3.280 -0.052
H: 4.100 3.661 2.440
H: 2.515 2.307 3.824
H: 0.273 0.902 3.472
N: -1.307 -1.068 2.364
C: -2.342 -2.108 2.375
C: -3.010 -2.291 3.580
C: -3.989 -3.257 3.707
C: -4.301 -4.032 2.597
C: -3.634 -3.833 1.403
C: -2.612 -2.884 1.256
C: -2.010 -2.648 -0.095
C: -2.231 -3.611 -1.087
C: -2.050 -3.314 -2.428
C: -1.698 -2.024 -2.790
C: -1.399 -1.120 -1.785
C: -1.418 -1.414 -0.423
H: -1.702 -0.260 2.831
H: -0.581 -1.413 2.983
H: -2.757 -1.660 4.429
H: -4.504 -3.398 4.650
H: -5.085 -4.777 2.654
H: -3.942 -4.408 0.542
H: -2.567 -4.601 -0.809
H: -2.221 -4.069 -3.185
H: -1.656 -1.721 -3.833
H: -0.948 0.301 -3.033
C: 1.955 -2.169 -4.477
C: 2.661 -0.949 -3.868
C: 2.979 -1.282 -2.413
C: 1.870 0.331 -4.202
C: 1.756 0.594 -5.569
C: 1.093 1.706 -6.047
C: 0.494 2.575 -5.153
C: 0.564 2.377 -3.777
C: -0.138 3.435 -2.915
C: -1.655 3.458 -3.190
C: 0.097 3.393 -1.403
C: 1.274 1.260 -3.346
O: -1.022 0.176 -2.081
H: 2.565 -3.065 -4.336
H: 1.768 -2.055 -5.545
H: 0.996 -2.335 -3.979
H: 3.618 -0.830 -4.384
H: 2.071 -1.384 -1.822
H: 3.637 -0.546 -1.942
H: 3.498 -2.244 -2.388
H: 2.235 -0.083 -6.269
H: 1.059 1.908 -7.110
H: -0.011 3.459 -5.528
H: 0.266 4.390 -3.258
H: -2.130 2.550 -2.804
H: -1.889 3.539 -4.251
H: -2.112 4.310 -2.682
H: -0.177 2.436 -1.000
H: -0.539 4.144 -0.934
H: 1.129 3.628 -1.123
C: 1.780 -1.950 1.219
C: 2.099 -1.703 2.680
C: 2.978 -2.582 3.307
C: 3.272 -2.462 4.653
C: 2.651 -1.476 5.410
C: 1.788 -0.564 4.819
C: 1.076 0.470 5.665
C: 1.567 -0.669 3.442
N: 0.804 0.404 2.769
H: 1.757 -3.023 1.035
H: 2.525 -1.529 0.552
H: 0.732 -1.734 0.890
H: 3.411 -3.392 2.727
H: 3.960 -3.154 5.122
H: 2.839 -1.409 6.477
H: 1.294 0.305 6.717
H: -0.011 0.406 5.556
H: 1.368 1.498 5.438

For the max |F|, the calculation gives 1.59 eV Å⁻¹. The calculation puts the LUMO energy at -3.080 eV. For the relative energy (zero: lowest compared OMol25 entry of this formula, charge and spin), the calculation gives 91.3 kcal per mole. The value obtained for the HOMO-LUMO gap is 6.33 eV. The total charge is +1.

C38H40N3OP2PtSe2 as an isolated structure. Source: the OMol25 dataset; level of theory: ωB97M-V/def2-TZVPD.

Positions of all 87 atoms, in Å:
Pt: -0.018 -2.504 1.739
C: -3.654 -1.361 3.539
C: -3.423 -2.708 2.866
C: -4.346 -3.786 3.461
C: -2.012 -3.224 2.979
C: -1.216 -2.965 4.137
C: 0.070 -3.424 4.198
C: 0.625 -4.207 3.120
C: 2.031 -4.735 3.208
C: -0.257 -4.706 2.126
C: -1.551 -4.169 2.025
H: -4.670 -1.026 3.329
H: -2.962 -0.598 3.181
H: -3.567 -1.432 4.624
H: -3.641 -2.618 1.798
H: -4.129 -3.938 4.520
H: -4.246 -4.743 2.950
H: -5.383 -3.464 3.376
H: -1.624 -2.372 4.943
H: 0.705 -3.185 5.042
H: 2.583 -4.573 2.283
H: 2.003 -5.810 3.389
H: 2.580 -4.272 4.026
H: 0.097 -5.430 1.403
H: -2.210 -4.476 1.223
Se: -3.284 1.792 -0.644
P: -1.306 2.164 -1.785
C: -0.553 3.716 -1.450
C: 0.402 4.191 -2.361
C: 1.020 5.403 -2.117
C: 0.689 6.135 -0.982
C: -0.250 5.656 -0.073
C: -0.875 4.445 -0.299
C: -1.370 1.738 -3.486
C: -1.696 2.735 -4.417
C: -1.852 2.390 -5.746
C: -1.694 1.066 -6.143
C: -1.377 0.077 -5.217
C: -1.221 0.404 -3.884
C: -0.846 0.747 -0.757
C: 0.036 -0.163 -0.223
N: -0.702 -0.914 0.645
N: -1.953 -0.518 0.688
N: -2.019 0.469 -0.152
P: 1.790 -0.550 -0.446
Se: 2.248 -1.657 1.384
C: 2.664 0.997 -0.559
C: 3.891 1.026 -1.223
C: 4.643 2.190 -1.213
C: 4.177 3.311 -0.537
C: 2.958 3.276 0.131
C: 2.197 2.121 0.129
C: 1.959 -1.478 -1.960
C: 1.992 -0.791 -3.178
C: 2.104 -1.504 -4.359
C: 2.177 -2.892 -4.327
C: 2.137 -3.574 -3.119
C: 2.029 -2.870 -1.929
H: 0.658 3.624 -3.247
H: 1.748 5.785 -2.819
H: 1.161 7.093 -0.807
H: -0.504 6.240 0.801
H: -1.615 4.077 0.398
H: -1.833 3.764 -4.107
H: -2.105 3.149 -6.473
H: -1.823 0.803 -7.185
H: -1.259 -0.949 -5.538
H: -0.979 -0.367 -3.163
H: 4.263 0.149 -1.739
H: 5.596 2.219 -1.723
H: 4.775 4.212 -0.518
H: 2.607 4.148 0.667
H: 1.258 2.100 0.671
H: 1.966 0.293 -3.203
H: 2.157 -0.978 -5.303
H: 2.280 -3.445 -5.252
H: 2.211 -4.652 -3.102
H: 2.028 -3.394 -0.982
C: -0.359 0.968 4.426
C: 0.165 1.589 3.153
O: -0.879 1.896 2.210
H: 0.467 0.766 5.109
H: -0.874 0.028 4.213
H: -1.054 1.633 4.943
H: 0.835 0.897 2.639
H: 0.729 2.500 3.375
H: -1.525 2.435 2.682

For the max |F|, the calculation gives 0.21 eV Å⁻¹. The calculation puts the LUMO energy at -9.213 eV. For the relative energy (zero: lowest compared OMol25 entry of this formula, charge and spin), the calculation gives 0.0 kcal per mole. The value obtained for the HOMO-LUMO gap is 6.98 eV. The total charge is +3.

Question: Which of these has the highest relative energy (zero: lowest compared OMol25 entry of this formula, charge and spin)?
Answer: C38H40MoN3O3

Question: total charge of number 3 (C38H40AsIrN7S2)?
Answer: +2

Question: Which formula does entry 3 have?
Answer: C38H40AsIrN7S2

Question: Which of these has the highest relative energy (zero: lowest compared OMol25 entry of this formula, charge and spin)?
Answer: C38H40MoN3O3